# 1
{
  "formula": "C4H7NOS",
  "method": "the ωB97M-V functional and the def2-TZVPD basis",
  "elements": ["H", "H", "C", "H", "H", "O", "C", "N", "C", "S", "C", "H", "H", "H"],
  "coordinates": [[3.216, 0.048, 1.315], [-1.912, 1.531, -1.262], [-1.340, -1.027, 0.870], [2.724, 0.749, -2.038], [-1.053, -0.657, 1.889], [3.035, 0.406, -1.127], [2.132, 0.094, -0.200], [2.235, -0.166, 1.060], [-1.336, -0.028, -0.204], [0.374, 0.165, -1.052], [-2.162, 0.961, -0.444], [-3.195, 1.139, -0.219], [-0.418, -1.606, 0.697], [-2.300, -1.607, 0.714]],
  "lowdin_charge": [0.06, 0.01, -0.14, 0.14, 0.10, -0.02, -0.71, 0.08, -0.59, 0.86, -0.03, 0.07, 0.05, 0.11],
  "lumo_ev": 0.424,
  "smiles": "[H]/N=C(\\O)SC(=C)C",
  "e_homo_ev": -8.81
}

# 2
{
  "formula": "C4H23O9",
  "method": "the ωB97M-V functional and the def2-TZVPD basis",
  "elements": ["C", "O", "H", "H", "H", "H", "H", "C", "O", "H", "O", "H", "H", "H", "H", "H", "H", "H", "C", "H", "H", "H", "H", "O", "C", "H", "H", "O", "O", "H", "H", "O", "H", "O", "H", "O"],
  "coordinates": [[0.511, -0.478, 0.629], [0.837, 0.874, 0.490], [-3.975, -1.653, 0.080], [-0.881, -2.872, 0.530], [-2.282, -3.433, -1.288], [0.269, 1.288, -2.007], [-2.720, -1.732, -1.754], [-2.377, -2.407, -0.948], [0.721, 2.941, 2.089], [2.909, 1.781, 0.025], [-1.823, -1.021, -3.324], [-1.322, -0.395, -2.740], [0.646, -0.665, 1.736], [1.278, 3.664, 1.798], [-1.301, 0.177, -0.388], [0.847, 2.144, 1.516], [3.298, -2.097, 0.237], [1.322, -1.082, 0.223], [-0.944, -0.667, 0.235], [0.040, 1.658, 0.002], [-1.945, -0.384, -4.042], [2.540, -1.550, 1.410], [2.957, 2.922, 0.919], [-3.585, -2.509, -0.120], [-1.096, -2.119, -0.264], [-1.079, 2.875, 0.214], [-1.461, -0.354, 1.131], [-0.259, 1.279, -2.818], [1.576, 0.462, 3.475], [-0.982, 1.862, -2.464], [1.747, 1.164, 2.775], [-0.794, 2.360, -0.548], [1.063, -0.126, 2.906], [3.212, -2.201, 1.196], [-0.307, -2.354, -0.991], [3.360, 2.650, 0.078]],
  "lowdin_charge": [-0.31, -0.27, 0.06, 0.13, 0.11, 0.02, 0.09, -0.27, -0.08, 0.02, -0.10, 0.02, 0.09, 0.03, 0.10, -0.03, 0.04, 0.09, -0.15, -0.01, 0.04, -0.01, 0.01, -0.11, -0.19, -0.01, 0.12, -0.10, -0.09, 0.05, 0.03, -0.27, -0.03, -0.06, 0.12, -0.08],
  "lumo_ev": 3.106,
  "e_homo_ev": -6.13,
  "total_charge": -1
}

# 3
{
  "formula": "C12H20N3",
  "method": "the ωB97M-V functional and the def2-TZVPD basis",
  "elements": ["H", "H", "H", "N", "H", "H", "H", "H", "C", "C", "H", "N", "C", "H", "H", "C", "H", "C", "C", "N", "H", "C", "C", "C", "H", "H", "H", "C", "C", "H", "H", "C", "H", "H", "H"],
  "coordinates": [[-1.305, -1.405, -2.503], [0.772, 0.514, -1.337], [0.578, 3.581, 0.566], [2.541, -0.914, 0.936], [-2.928, 0.945, 0.994], [-0.126, -2.271, -0.429], [1.087, -1.015, -2.158], [-1.717, 0.067, -1.623], [-3.097, -0.121, 1.012], [-2.114, -1.005, 0.991], [4.311, -0.659, 0.155], [3.335, -0.560, -0.085], [-0.830, 0.410, -3.551], [-4.123, -0.437, 1.049], [-0.053, -0.007, -4.189], [1.345, -1.287, 0.832], [1.984, 2.708, 1.215], [0.905, 2.857, 1.317], [0.238, -1.262, -0.218], [-0.413, 0.691, 0.997], [-0.580, 1.447, -3.336], [0.670, -0.674, 3.271], [0.340, -1.339, 1.955], [0.373, -0.489, -1.519], [1.116, 0.308, 3.124], [0.696, 3.255, 2.312], [-0.011, -2.358, 2.133], [0.253, 1.624, 1.148], [-0.666, -0.670, 0.936], [-1.767, 0.392, -4.103], [3.098, -0.870, -1.022], [-0.962, -0.395, -2.265], [-0.218, -0.585, 3.897], [1.403, -1.290, 3.789], [-2.314, -2.066, 1.005]],
  "lowdin_charge": [0.12, 0.11, 0.12, 0.03, 0.06, 0.16, 0.12, 0.10, 0.05, -0.08, 0.10, 0.03, -0.10, 0.07, 0.08, -0.24, 0.13, 0.04, -0.13, 0.28, 0.07, -0.02, -0.20, -0.18, 0.07, 0.12, 0.16, 0.05, -0.36, 0.08, 0.09, -0.25, 0.09, 0.10, 0.12],
  "lumo_ev": -3.484,
  "smiles": "C=C[C@@]1([N+]#CC)[C@H](C)/C(=N/N)[C@@H]1CCC",
  "e_homo_ev": -12.15,
  "total_charge": 1
}

Respective orbital gap values: 9.233 9.232 8.666 eV.
Respective energy above the lowest of the compared OMol25 structures with the same formula, charge and spin values: 3.041 0.696 3.013 eV.